{"formula": "C3H6N2O2", "method": "the ωB97M-V functional and the def2-TZVPD basis", "e_tot_ev": -10283.8047, "charge": 0, "homo_energy_ha": -0.3694, "smiles": "CC(=O)NC(N)=O", "homo_lumo_gap_ev": 10.70, "symbols": ["O", "C", "N", "C", "N", "O", "C", "H", "H", "H", "H", "H", "H"], "coordinates": [[0.694, 2.312, -0.610], [0.291, 1.374, 0.022], [0.367, 0.086, -0.812], [-0.411, -0.968, -0.370], [-0.625, -1.999, -1.241], [-0.891, -1.101, 0.774], [0.152, 1.292, 1.449], [0.787, 0.150, -1.699], [0.079, -2.132, -2.039], [-0.988, -2.910, -0.949], [0.742, 0.480, 1.747], [-0.824, 1.216, 1.827], [0.626, 2.201, 1.899]], "mulliken_charge": [-0.549, 0.568, -0.189, 0.580, -0.467, -0.619, -0.950, 0.208, 0.210, 0.262, 0.338, 0.318, 0.291]}

{"formula": "C3H6N2O2", "method": "the ωB97M-V functional and the def2-TZVPD basis", "e_tot_ev": -10283.5444, "charge": 0, "homo_energy_ha": -0.3581, "smiles": "[H]/N=C/OCC(N)=O", "homo_lumo_gap_ev": 10.56, "symbols": ["N", "C", "O", "C", "O", "C", "N", "H", "H", "H", "H", "H", "H"], "coordinates": [[-1.566, 0.028, -0.791], [-1.412, -0.115, 0.549], [-2.266, 0.163, 1.372], [-0.070, -0.726, 0.981], [0.985, 0.242, 1.069], [1.636, 0.574, -0.045], [1.310, 0.191, -1.210], [-2.389, 0.518, -1.109], [-0.743, -0.019, -1.384], [0.235, -1.535, 0.309], [-0.199, -1.092, 1.998], [2.483, 1.216, 0.209], [1.958, 0.563, -1.898]], "mulliken_charge": [-0.349, 0.526, -0.609, -0.488, -0.348, 0.184, -0.646, 0.247, 0.252, 0.391, 0.244, 0.377, 0.218]}

{"formula": "C3H6N2O2", "method": "the ωB97M-V functional and the def2-TZVPD basis", "e_tot_ev": -10280.7207, "charge": 0, "homo_energy_ha": -0.3361, "smiles": "[H]/N=C1/OCON1C", "homo_lumo_gap_ev": 10.08, "symbols": ["C", "C", "C", "H", "H", "H", "H", "H", "H", "N", "N", "O", "O"], "coordinates": [[-0.688, 0.657, -1.409], [1.088, 0.415, 1.585], [-0.004, -1.043, 0.291], [-0.487, 1.751, -1.731], [-0.755, -0.014, -2.283], [-1.721, 0.593, -0.926], [0.713, 1.027, 2.458], [2.225, 0.329, 1.543], [-1.163, -2.075, -0.991], [0.348, 0.159, -0.508], [-0.732, -2.002, -0.020], [0.553, 1.149, 0.492], [0.624, -0.946, 1.499]], "mulliken_charge": [-0.810, -0.077, 0.546, 0.270, 0.320, 0.324, 0.215, 0.217, 0.258, -0.021, -0.642, -0.272, -0.327]}

{"formula": "C3H6N2O2", "method": "the ωB97M-V functional and the def2-TZVPD basis", "e_tot_ev": -10278.0874, "charge": 0, "homo_energy_ha": -0.3070, "homo_lumo_gap_ev": 8.83, "symbols": ["C", "N", "C", "C", "O", "N", "O", "H", "H", "H", "H", "H", "H"], "coordinates": [[1.163, 0.372, -0.660], [-1.063, 0.401, -0.143], [-0.120, 0.630, -1.296], [0.441, -0.661, 0.550], [-1.225, 1.392, 0.849], [-0.180, -1.790, 0.554], [-0.498, 0.509, -2.430], [-1.216, 0.850, 1.663], [-1.942, -0.055, -0.393], [0.206, -2.433, 1.243], [1.487, 1.216, -0.052], [1.917, -0.042, -1.326], [1.029, -0.388, 1.441]], "mulliken_charge": [-0.581, -0.165, 0.492, -0.059, -0.402, -0.716, -0.494, 0.352, 0.276, 0.237, 0.281, 0.356, 0.424]}

{"formula": "C3H6N2O2", "method": "the ωB97M-V functional and the def2-TZVPD basis", "e_tot_ev": -10276.5942, "charge": 0, "homo_energy_ha": [-0.3371, -0.3100], "homo_lumo_gap_ev": [9.76, 8.20], "symbols": ["C", "C", "C", "N", "N", "O", "O", "H", "H", "H", "H", "H", "H"], "coordinates": [[1.850, 0.727, 0.202], [1.793, -0.687, -0.516], [-2.017, -0.116, 0.577], [1.297, 0.977, 1.257], [0.029, -1.055, 0.933], [1.063, -1.545, 0.360], [-0.817, -0.525, 0.014], [2.443, 1.501, -0.360], [1.056, -0.461, -1.324], [2.639, -1.239, -0.931], [-1.952, 0.203, 1.577], [-2.935, -0.849, 0.735], [-2.373, 0.735, -0.023]], "mulliken_charge": [0.044, -0.262, -0.589, -0.461, -0.241, -0.130, -0.132, 0.349, 0.235, 0.359, 0.330, 0.236, 0.261]}

{"formula": "C3H6N2O2S", "method": "the ωB97M-V functional and the def2-TZVPD basis", "e_tot_ev": -21110.0722, "charge": 0, "homo_energy_ha": -0.3020, "homo_lumo_gap_ev": 7.78, "symbols": ["C", "C", "C", "H", "H", "H", "H", "H", "H", "N", "N", "O", "O", "S"], "coordinates": [[1.282, -1.490, -0.063], [0.790, -0.077, -0.138], [-2.946, 0.512, -0.147], [2.270, -1.718, -0.791], [1.453, -1.771, 1.257], [0.028, -2.380, -0.328], [2.620, 0.631, 0.185], [0.382, 2.038, 0.897], [-3.970, 0.042, -0.133], [1.687, 0.889, -0.080], [-0.435, 0.195, -0.179], [1.275, 2.246, -0.315], [-2.746, 1.626, 0.017], [-1.689, -0.743, -0.182]], "mulliken_charge": [-1.069, 0.897, -0.005, 0.289, 0.255, 0.223, 0.214, 0.375, 0.258, -0.131, -0.387, -0.436, -0.341, -0.141]}

{"formula": "C3H6N2O2S", "method": "the ωB97M-V functional and the def2-TZVPD basis", "e_tot_ev": -21115.4995, "charge": 0, "homo_energy_ha": -0.3522, "homo_lumo_gap_ev": 9.65, "symbols": ["C", "C", "C", "N", "N", "O", "O", "S", "H", "H", "H", "H", "H", "H"], "coordinates": [[-2.726, 1.309, 0.011], [-0.276, -2.660, 0.776], [3.696, 1.288, -0.374], [-2.167, 1.739, -0.961], [-3.483, 0.770, 0.780], [-0.220, -1.693, -1.579], [2.695, 0.800, 0.051], [-0.296, -1.331, -0.164], [-0.206, -3.665, 0.408], [-0.300, -2.498, 1.835], [4.680, 0.806, -0.273], [3.708, 2.260, -0.895], [-1.201, 1.711, -1.210], [-3.904, 1.164, 1.595]], "mulliken_charge": [0.439, -0.524, -0.071, -0.483, -0.475, -0.517, -0.354, 0.445, 0.290, 0.270, 0.220, 0.208, 0.299, 0.254]}

{"formula": "C3H6N2O2S", "method": "the ωB97M-V functional and the def2-TZVPD basis", "e_tot_ev": -21112.5831, "charge": 0, "homo_energy_ha": [-0.1922, -0.3820], "spin_multiplicity": 3, "homo_lumo_gap_ev": [5.88, 7.61], "symbols": ["C", "C", "C", "N", "N", "O", "O", "S", "H", "H", "H", "H", "H", "H"], "coordinates": [[0.694, 0.108, 0.014], [-0.950, -1.506, 0.386], [2.080, 0.632, -0.266], [0.422, -1.145, 0.068], [-0.339, 1.023, 0.156], [-2.845, 0.468, 0.699], [-1.912, 0.007, -1.510], [-1.747, 0.035, -0.101], [-1.052, -1.648, 1.487], [-1.227, -2.392, -0.161], [2.747, 0.161, -0.966], [2.664, 0.529, 0.676], [1.872, 1.692, -0.462], [-0.407, 2.035, -0.019]], "mulliken_spin": [0.725, -0.019, -0.017, 0.803, 0.301, 0.003, 0.020, 0.026, 0.053, 0.022, 0.033, 0.060, 0.006, -0.017]}

The following ΔE to the lowest compared entry with this formula, charge and spin values (in eV) correspond, in order, to the records above: 0.993, 1.253, 4.077, 6.710, 8.203, 9.777, 4.350, 2.054.